[1]
Entry from OMol25: a 3-piece molecular cluster, C39H35FNO8S overall (ωB97M-V/def2-TZVPD).

Values from the calculation:
Spin multiplicity: 2
Kohn-Sham gap (alpha / beta) (eV): 7.3 / 8.7
Expectation value of S²: 0.754
Net charge: 0
Highest occupied orbital energy (alpha / beta) (Eh): -0.3133 / -0.3643

Last column: Mulliken spin population.
Positions of all 85 atoms, in Å:
C1 -4.160 -2.306 -2.262  0.04
C2 -3.991 -0.784 -2.156  0.01
C3 -3.301 -0.473 -0.817  0.00
C4 -3.159 -0.283 -3.364  0.01
C5 -3.761 0.804 -4.281  -0.01
C6 -3.319 2.231 -3.911  0.00
C7 -3.679 2.683 -2.510  0.02
O1 -3.633 3.843 -2.183  0.00
S1 -3.085 0.500 -5.927  0.00
O2 -3.384 -0.819 -6.361  0.00
O3 -3.289 1.622 -6.770  0.00
F1 -1.542 0.496 -5.574  0.00
C8 -5.293 0.731 -4.486  0.02
C9 -6.145 0.129 -3.344  -0.02
C10 -6.837 -1.160 -3.806  0.04
C11 -7.210 1.144 -2.934  0.02
N1 -5.327 -0.135 -2.127  0.36
O4 -6.010 -0.416 -1.089  0.55
H1 -4.666 -2.689 -1.379  0.00
H2 -4.715 -2.599 -3.149  -0.01
H3 -3.170 -2.761 -2.318  0.00
H4 -2.224 -0.391 -0.946  0.00
H5 -3.683 0.444 -0.375  0.00
H6 -3.480 -1.262 -0.093  0.00
H7 -2.935 -1.153 -3.979  0.00
H8 -2.200 0.088 -3.006  0.00
H9 -2.235 2.333 -4.009  0.00
H10 -3.754 2.952 -4.601  0.00
H11 -3.994 1.910 -1.789  -0.01
H12 -5.524 0.168 -5.391  0.00
H13 -5.631 1.749 -4.671  0.00
H14 -7.697 -0.895 -4.422  0.00
H15 -6.186 -1.790 -4.409  0.00
H16 -7.193 -1.719 -2.943  0.00
H17 -7.932 0.692 -2.259  0.00
H18 -6.757 1.990 -2.415  0.00
H19 -7.725 1.507 -3.823  0.00
C12 -0.605 -6.280 0.103  0.00
C13 0.409 -6.962 0.767  0.00
C14 1.198 -6.304 1.695  0.00
C15 0.979 -4.958 1.961  0.00
C16 -0.034 -4.272 1.290  0.00
C17 -0.827 -4.939 0.364  0.00
C18 -0.284 -2.824 1.543  0.00
O5 -1.170 -2.229 0.965  0.00
C19 0.595 -2.132 2.527  0.00
C20 0.400 -0.775 2.764  0.00
C21 1.204 -0.111 3.674  0.00
C22 2.200 -0.799 4.361  0.00
C23 2.396 -2.150 4.131  0.00
C24 1.597 -2.821 3.211  0.00
C25 1.837 -4.275 2.974  0.00
O6 2.694 -4.878 3.581  0.00
H20 -1.223 -6.798 -0.618  0.00
H21 0.582 -8.009 0.559  0.00
H22 1.989 -6.817 2.225  0.00
H23 -1.612 -4.391 -0.139  0.00
H24 -0.384 -0.260 2.226  0.00
H25 1.059 0.947 3.849  0.00
H26 2.828 -0.275 5.070  0.00
H27 3.166 -2.702 4.651  0.00
C26 8.794 5.379 4.509  0.00
C27 8.281 4.651 5.577  0.00
C28 7.287 3.712 5.365  0.00
C29 6.797 3.498 4.081  0.00
C30 7.309 4.232 3.010  0.00
C31 8.310 5.171 3.229  0.00
C32 6.796 4.039 1.621  0.00
O7 7.250 4.668 0.690  0.00
C33 5.703 3.044 1.424  0.00
C34 5.176 2.860 0.150  0.00
C35 4.164 1.938 -0.054  0.00
C36 3.675 1.189 1.011  0.00
C37 4.199 1.367 2.280  0.00
C38 5.208 2.296 2.493  0.00
C39 5.732 2.476 3.877  0.00
O8 5.301 1.818 4.802  0.00
H28 9.573 6.111 4.678  0.00
H29 8.659 4.819 6.577  0.00
H30 6.876 3.133 6.181  0.00
H31 8.693 5.727 2.385  0.00
H32 5.573 3.449 -0.665  0.00
H33 3.754 1.800 -1.046  0.00
H34 2.885 0.464 0.853  0.00
H35 3.832 0.791 3.116  0.00

=====

[2]
Entry from OMol25: C39H36I2N3O2PtSSb as an isolated structure (ωB97M-V/def2-TZVPD).

Values from the calculation:
Spin multiplicity: 5
Kohn-Sham gap (alpha / beta) (eV): 8.3 / 5.7
Expectation value of S²: 6.060
Net charge: +2
Highest occupied orbital energy (alpha / beta) (Eh): -0.4733 / -0.4957

Last column: Mulliken spin population.
Positions of all 85 atoms, in Å:
Pt1 1.179 1.321 -0.995  1.13
I1 -1.134 3.826 6.179  0.08
C1 -0.281 2.969 4.485  0.25
C2 0.945 2.309 4.588  -0.06
C3 1.453 1.694 3.476  0.13
I2 3.339 0.809 3.534  0.04
C4 0.741 1.668 2.209  0.24
O1 1.169 0.963 1.259  0.41
C5 -0.456 2.473 2.122  0.03
C6 -1.242 2.568 0.843  -0.06
N1 -0.450 2.936 -0.340  0.17
C7 0.212 4.245 -0.236  0.00
C8 1.593 4.116 0.349  -0.01
C9 2.129 5.057 1.213  0.02
C10 3.436 4.901 1.649  -0.01
C11 4.165 3.802 1.221  0.01
C12 3.556 2.893 0.372  0.01
N2 2.306 3.064 -0.058  0.11
C13 -0.943 3.074 3.248  0.00
H1 1.484 2.284 5.524  0.00
H2 -2.042 3.299 0.995  0.00
H3 -1.709 1.603 0.629  0.02
H4 -1.096 2.964 -1.121  0.00
H5 -0.382 4.948 0.354  0.00
H6 0.317 4.650 -1.244  0.00
H7 1.531 5.902 1.528  0.00
H8 3.879 5.629 2.315  0.00
H9 5.184 3.643 1.543  0.00
H10 4.067 2.005 0.027  0.01
H11 -1.868 3.635 3.197  0.00
O2 3.239 0.417 -1.400  0.20
N3 3.545 0.140 -2.642  0.06
C14 4.822 -0.208 -2.920  -0.04
C15 5.201 -0.552 -4.192  0.06
C16 4.254 -0.551 -5.214  -0.04
C17 2.961 -0.178 -4.925  0.05
C18 2.610 0.191 -3.626  -0.05
S1 1.012 0.737 -3.261  0.54
H12 5.485 -0.202 -2.069  0.00
H13 6.230 -0.822 -4.379  0.00
H14 4.527 -0.838 -6.220  0.00
H15 2.197 -0.154 -5.689  0.00
C19 -1.484 -4.521 0.852  0.00
C20 -1.004 -4.419 -0.569  0.00
C21 -0.971 -5.592 -1.327  0.00
C22 -0.516 -5.611 -2.633  0.01
C23 -0.072 -4.439 -3.230  0.00
C24 -0.103 -3.261 -2.509  -0.05
C25 -0.579 -3.247 -1.198  0.09
Sb1 -0.673 -1.219 -0.421  0.50
C26 -1.187 -1.192 1.662  0.12
C27 -2.350 -0.549 2.067  0.01
C28 -2.652 -0.455 3.419  -0.01
C29 -1.779 -0.994 4.353  0.02
C30 -0.625 -1.647 3.937  -0.01
C31 -0.308 -1.761 2.588  -0.05
C32 0.916 -2.500 2.128  0.04
C33 -2.466 -0.450 -1.365  0.06
C34 -2.359 0.757 -2.048  -0.02
C35 -3.445 1.298 -2.718  0.00
C36 -4.651 0.614 -2.710  0.00
C37 -4.755 -0.592 -2.037  0.00
C38 -3.675 -1.153 -1.355  0.00
C39 -3.841 -2.480 -0.668  0.01
H16 -2.389 -5.125 0.907  0.00
H17 -1.690 -3.554 1.298  0.00
H18 -0.731 -5.028 1.461  0.00
H19 -1.313 -6.510 -0.865  0.00
H20 -0.504 -6.541 -3.186  0.00
H21 0.294 -4.444 -4.248  0.00
H22 0.240 -2.341 -2.974  0.00
H23 -3.032 -0.132 1.333  0.00
H24 -3.569 0.025 3.735  0.00
H25 -2.007 -0.923 5.409  0.00
H26 0.036 -2.091 4.673  0.00
H27 1.441 -2.961 2.962  0.00
H28 1.603 -1.816 1.624  -0.01
H29 0.654 -3.288 1.417  0.00
H30 -1.410 1.275 -2.070  -0.01
H31 -3.346 2.232 -3.256  0.00
H32 -5.508 1.013 -3.236  0.00
H33 -5.697 -1.127 -2.043  0.00
H34 -4.893 -2.748 -0.598  0.00
H35 -3.427 -2.467 0.342  0.00
H36 -3.332 -3.267 -1.228  0.00

=====

Max |F| values, unit eV/Å, following the record order: 0.4, 0.8.